This record from OMol25 describes a structure of composition C16H10N3O2PtTe4. The level of theory is ωB97M-V with the def2-TZVPD basis set.

## Properties
E_LUMO (alpha / beta)	1.36 / 1.36	eV
charge	-1
HOMO-LUMO gap (alpha / beta)	5.2 / 5.2	eV

Each line ends with the Löwdin charge.
Element x y z (Å)
H -2.40475 3.59128 2.21577  0.117
H 1.41639 2.79914 -0.71091  0.035
O -5.23378 -1.63146 3.77392  -0.041
H 0.80208 -4.91716 -1.49405  0.110
H 0.88797 5.13921 -0.05619  0.110
C -1.63961 -3.72117 0.50521  0.004
H -1.17922 -5.70025 -0.18244  0.110
O -5.19470 0.61191 4.12001  -0.041
C -1.18586 2.18818 1.18530  -0.194
C -0.89773 -4.65518 -0.19625  -0.051
H -2.51637 -4.00724 1.06945  0.117
H -1.05842 5.55063 1.45942  0.110
Pt 0.12218 0.02908 -0.15822  0.601
Te 2.13213 -0.32356 -3.62943  -0.113
N -0.17473 -1.98771 -0.21956  -0.106
C -1.53743 3.46220 1.58324  0.005
C -2.01057 -1.33282 1.20319  -0.188
C 0.59401 3.02871 -0.04835  -0.145
N -1.48491 -0.12385 1.00969  -0.079
H -3.59929 -2.41344 2.22471  0.119
C -3.65260 -0.33311 2.62421  -0.073
C -3.12125 -1.46454 2.01793  0.073
C 0.19985 -4.22871 -0.91848  -0.040
C -1.26529 -2.39140 0.48135  -0.187
H 1.36458 -2.49682 -1.47295  0.007
C 0.52778 -2.88612 -0.91007  -0.141
C -0.79217 4.54662 1.15421  -0.050
N -0.10838 1.97933 0.38385  -0.113
H -3.50701 1.76484 2.88816  0.119
Te 0.14201 1.45865 -4.05245  -0.187
Te 2.60335 0.13976 -0.98473  0.065
C 0.28589 4.32464 0.32056  -0.042
C -3.06769 0.90681 2.39603  0.074
C -4.87887 -0.45701 3.56829  -0.688
C -1.96093 0.98714 1.57038  -0.191
Te -1.78546 0.47919 -2.46236  -0.106

---

This record from OMol25 describes a structure of composition C16H11ClF2NO4S2. The level of theory is ωB97M-V with the def2-TZVPD basis set.

## Properties
E_LUMO	2.42	eV
charge	-1
HOMO-LUMO gap	7.5	eV

Each line ends with the Löwdin charge.
Element x y z (Å)
H -9.22524 -0.00259 2.87272  0.087
C 2.30492 -1.48573 -0.41883  -0.164
C -7.10668 0.15917 2.47827  -0.023
H 2.93210 -2.02662 -2.37237  0.110
O 1.64614 -2.17383 2.41078  -0.317
S 1.53820 -0.76503 2.14211  0.603
H 2.92956 1.45019 1.19077  0.113
C 3.00499 0.69283 0.41618  -0.057
C 3.01224 -1.27198 -1.59147  -0.069
S -0.26288 -1.30946 0.16661  1.016
H -7.24019 -3.62622 1.55490  0.108
F -2.37143 -1.16941 -1.27570  -0.012
F -1.05264 0.64729 -1.44641  -0.017
N -4.00450 -1.11458 1.12497  0.102
H -2.20649 0.15401 0.24265  0.092
C -8.32908 -0.53026 2.55910  -0.100
C 3.79084 -0.12106 -1.72036  -0.078
H -9.35457 -2.39609 2.25523  0.087
H 1.72619 -2.40936 -0.36068  0.077
C -6.05042 -1.87747 1.74473  -0.113
H 4.40180 -0.00075 -2.60953  0.099
C -1.60658 -0.28084 -0.57197  -0.536
H -6.99685 1.20555 2.72353  0.106
O 1.91349 0.27044 3.06829  -0.309
C -7.23817 -2.57698 1.82286  -0.022
C -0.20449 -0.48638 1.62189  -1.097
C -5.98863 -0.53292 2.05476  -0.111
O -4.34629 -3.44516 0.94415  0.013
C -4.62752 -0.02760 1.66471  -0.477
H 4.33101 1.79647 -0.83326  0.102
O -4.18986 1.11996 1.77866  0.003
C 2.32366 -0.50042 0.57612  -0.351
C -4.70721 -2.29065 1.21845  -0.446
Cl -1.26769 -1.11198 2.88893  0.666
C -8.39643 -1.88498 2.21812  -0.100
H -0.22264 0.59667 1.51492  0.087
C 3.76832 0.86974 -0.73649  -0.076

---

This record from OMol25 describes a structure of composition C16H11N5O5S3Zr. The level of theory is ωB97M-V with the def2-TZVPD basis set.

## Properties
energy relative to the best compared isomer or geometry (same formula, charge and spin)	0.495	eV
E_LUMO	-0.88	eV
HOMO-LUMO gap	7.7	eV

Each line ends with the Löwdin charge.
Element x y z (Å)
O 1.63092 -2.91282 2.36230  -0.167
S -0.00522 -0.68741 4.40223  0.625
S 0.85892 -0.28253 -0.56589  0.560
H 2.22226 2.07775 -6.41611  0.092
C 0.78520 -0.37942 -3.25256  -0.036
H -3.64508 2.92237 -0.02751  0.115
C -0.52224 -2.33746 4.71647  -0.708
C -1.34375 0.52886 0.44021  -0.427
C 0.84606 0.18917 -4.50988  -0.021
Zr 0.44664 -1.08553 1.97621  1.399
S -1.40145 -2.71524 2.13229  0.653
O 2.63367 -1.03383 2.35048  -0.144
N -0.13342 -3.13356 7.14275  0.182
O 1.42273 0.63451 0.44162  -0.350
N -0.63480 -0.57063 -0.08725  -0.211
O 3.78697 -2.84923 2.67287  0.184
C 1.09666 1.55351 -4.67188  -0.254
C 1.22155 1.79342 -2.26910  -0.038
H -1.50011 1.70253 3.48625  0.099
C 1.27998 2.34237 -3.53965  -0.023
H 0.92074 3.20331 -6.04275  0.081
H -2.45833 1.11140 -1.29519  0.123
C -1.09844 -3.15594 3.80214  -0.708
N 2.75893 -2.30170 2.48075  -0.511
H 1.37537 2.40423 -1.38974  0.119
C -0.31926 -2.79025 6.06166  -0.270
C -2.91608 2.29187 0.46483  -0.037
C 1.19754 2.14994 -6.04612  -0.041
H 0.70116 -0.43313 -5.38394  0.121
C -2.26340 1.30175 -0.24994  0.015
C -1.72946 1.64027 2.43073  -0.099
O 1.48191 -1.59174 -0.52940  -0.299
C -2.65180 2.46547 1.81948  -0.041
N -1.08211 0.70285 1.73519  -0.042
H 1.47592 3.40120 -3.65342  0.120
C 0.97732 0.43491 -2.14188  -0.292
N -1.88351 -5.52875 4.45306  0.181
H 0.60081 -1.43861 -3.12979  0.125
H 0.55460 1.62616 -6.75225  0.082
C -1.52550 -4.47048 4.18309  -0.267
H -3.16191 3.22040 2.39965  0.111

---

Number 1: largest force on an atom 1.36 eV Å⁻¹. Number 2: largest force on an atom 4.37 eV Å⁻¹. Number 3: largest force on an atom 0.21 eV Å⁻¹.